1.
Below is the ion C4H9NO2PS with charge +1, with properties calculated with ωB97M-V/def2-TZVPD.

Geometry (Å):
C 1.5714 -2.1413 -0.3246
C 0.5832 -1.1345 0.0624
N 0.9221 0.1322 0.1729
C -0.0289 1.2209 0.6730
C -0.6721 1.8484 -0.4883
S -1.9588 3.0518 0.1620
O -0.6424 -1.5194 0.4085
P -2.0272 -2.1757 -0.5019
O -2.9058 -2.6259 0.5011
H 1.3916 -3.2298 -0.0404
H 2.5327 -1.7502 -0.1334
H 1.5295 -2.1500 -1.3772
H 1.8349 0.5439 -0.1140
H 0.7160 1.9575 1.1734
H -0.7722 0.7843 1.2552
H 0.0638 2.4819 -1.1309
H -1.2047 1.2276 -1.2494
H -0.9330 3.4782 0.9516

* net charge: +1
* relative energy (zero: lowest compared OMol25 entry of this formula, charge and spin): 49.4 kcal per mole
* strongest force on any atom: 4.2 eV/A
* SMILES: C/C(=[NH+]/CCS)OP=O
* spin multiplicity: 1
* E_HOMO: -12.701 eV

***

2.
Below is an isolated molecule of C4H9NO2S, with properties calculated with ωB97M-V/def2-TZVPD.

Geometry (Å):
O -0.5582 2.4497 -1.0264
C -0.7842 1.5287 -1.8001
N -0.6268 0.2617 -1.2721
C -0.1337 0.1164 0.1168
C 1.3825 0.2104 0.0302
O 1.8861 0.4523 1.3402
C -0.7518 -1.2535 0.5838
S -0.8396 -1.4208 2.4134
H -1.2257 1.5897 -2.8024
H -0.7824 -0.5754 -1.8101
H -0.4829 0.9633 0.7388
H 1.5229 0.9876 -0.7279
H 1.9548 -0.6367 -0.3554
H 1.3554 1.0428 1.8787
H -1.8053 -1.2383 0.2549
H -0.1994 -2.0724 0.1440
H 0.0883 -2.4054 2.2936

* relative energy (zero: lowest compared OMol25 entry of this formula, charge and spin): 34.5 kcal per mole
* strongest force on any atom: 2.8 eV/A
* SMILES: O=CN[C@H](CO)CS
* spin multiplicity: 1
* E_HOMO: -9.112 eV

***

3.
Below is a cluster of 2 separate species, C4H9NO2S in total, with properties calculated with ωB97M-V/def2-TZVPD.

Geometry (Å):
O -1.7517 -0.7476 -0.4841
C -0.5212 -0.5101 -0.3737
N -0.0692 0.7123 0.1306
C -1.0250 1.7817 0.2418
O -2.0940 1.3665 1.1200
C 0.2642 -1.7569 0.1772
C 0.4953 -1.2240 -1.2483
S 3.0134 0.1764 0.4068
H 0.9436 0.8166 0.3832
H -0.7009 2.6949 0.7307
H -1.4772 2.0159 -0.7323
H -2.4349 0.5688 0.6629
H 1.2567 -1.8659 0.6019
H -0.3823 -2.5321 0.5669
H 1.4798 -0.8436 -1.4712
H -0.0021 -1.7424 -2.0561
H 3.0056 1.0897 1.3436

* relative energy (zero: lowest compared OMol25 entry of this formula, charge and spin): 154.9 kcal per mole
* strongest force on any atom: 5.6 eV/A
* spin multiplicity: 1
* E_HOMO: -7.926 eV

***

4.
Below is a cluster of 2 separate species, C4H9NO3 in total, with properties calculated with ωB97M-V/def2-TZVPD.

Geometry (Å):
O -1.0921 2.8012 -1.5184
C -0.3844 1.8293 -1.8775
C 0.9312 1.5477 -1.2684
C 0.4874 0.9479 0.1566
N -0.0081 -0.4724 0.0680
C 0.6672 -1.5689 0.5294
O 0.1443 -2.6315 0.6764
H -0.7756 1.1759 -2.7851
H 1.3853 0.7507 -1.8671
H 1.3849 2.5480 -0.9939
H 1.3561 1.1711 0.7521
H -0.4926 1.4919 0.5169
H -1.0193 -0.7411 0.0405
H 1.6378 -1.3888 1.0812
O -1.7954 -2.4093 2.2857
H -1.4706 -1.9419 1.6199
H -0.9560 -3.1099 2.5836

* relative energy (zero: lowest compared OMol25 entry of this formula, charge and spin): 82.0 kcal per mole
* strongest force on any atom: 9.1 eV/A
* SMILES: O=CCCNC=O.O
* spin multiplicity: 1
* E_HOMO: -10.150 eV

***

5.
Below is a structure of composition C4H9NO3, with properties calculated with ωB97M-V/def2-TZVPD.

Geometry (Å):
O -1.0682 -1.7691 1.5985
C -0.5310 -1.8831 0.4869
C -0.8167 -0.6283 -0.4695
C 0.6278 -0.7286 -0.0375
O 1.2541 -1.5262 -2.4214
N 0.8236 1.9492 1.4814
C -0.4019 2.3285 1.2534
O -0.9751 2.5872 -0.0319
H -0.6641 -2.8799 -0.0614
H -0.9146 -0.8065 -1.5957
H 1.2165 -0.9991 -0.9080
H 1.0878 -0.3307 0.8687
H 1.7312 -1.9501 -3.1324
H 1.4937 2.6820 1.1287
H -1.1438 2.0151 1.9902
H -0.1436 1.9298 -0.0948
H -1.5756 0.0097 -0.0555

* relative energy (zero: lowest compared OMol25 entry of this formula, charge and spin): 251.9 kcal per mole
* strongest force on any atom: 5.2 eV/A
* spin multiplicity: 1
* E_HOMO: -8.354 eV

***

6.
Below is a cluster of 2 separate species, C4H9NO3 in total, with properties calculated with ωB97M-V/def2-TZVPD.

Geometry (Å):
O -3.1708 -1.2046 -1.2764
C -2.6230 -0.1382 -1.3384
C -1.6894 0.3242 -0.2070
C -0.2549 0.4950 -0.6953
N 0.6907 0.3011 0.4264
C 1.7765 1.0925 0.4883
O 2.6450 0.9873 1.3435
H -2.7231 0.5711 -2.1733
H -2.0783 1.2774 0.1824
H -1.8124 -0.2870 0.6879
H 0.0294 -0.2064 -1.4834
H -0.1058 1.4616 -1.1789
H 0.3960 -0.3770 1.1209
H 2.0053 1.8139 -0.3032
O 2.4913 -2.2005 1.6851
H 1.6143 -2.5223 1.3978
H 2.8091 -1.3880 1.3236

* relative energy (zero: lowest compared OMol25 entry of this formula, charge and spin): 43.2 kcal per mole
* strongest force on any atom: 2.6 eV/A
* SMILES: O=CCCNC=O.O
* spin multiplicity: 1
* E_HOMO: -10.210 eV